[1]
Entry from OMol25: a 5-piece molecular cluster, C20H40O15 overall at a distorted geometry (ωB97M-V/def2-TZVPD).

Geometry as XYZ:
```
75
Properties=species:S:1:pos:R:3:forces:R:3:lowdin_charge:R:1
O 1.033053 0.362856 -0.100234 2.024 3.465 -0.985 0.030
O -2.887967 3.101046 -1.037574 -0.831 0.276 0.268 0.007
C 3.591263 -0.447784 -2.612374 0.516 -0.080 -0.162 -0.063
H 2.575413 -5.723784 0.941186 0.445 1.249 0.311 0.094
H -1.018047 6.195126 1.313386 -0.001 -0.676 0.493 0.089
H 0.264453 2.250746 -0.894104 -0.057 -0.406 0.741 0.078
H 1.074483 -2.435744 3.146746 0.162 -0.111 -0.096 0.092
H 2.693923 -6.114564 -0.677894 -0.293 0.281 -0.639 0.100
H 0.389813 5.539666 -2.318304 0.328 0.039 0.233 0.072
H -2.085837 1.224036 -1.131794 -0.213 -0.296 0.157 0.072
O -2.033627 -5.834084 2.057546 -1.171 1.554 0.122 0.099
H 3.455423 0.081616 -1.669304 -0.198 -0.034 -0.059 0.068
H -1.604517 5.758926 -3.533254 -0.015 -0.862 0.043 0.126
O -3.361987 -3.989664 2.262416 -0.835 0.683 0.411 0.024
C -0.278137 6.317446 -1.948184 0.235 -1.508 0.154 -0.043
O 0.471573 5.885556 2.810066 0.281 -0.390 1.317 0.021
H 3.915183 2.015926 1.941156 0.078 0.022 -0.230 0.087
H 3.211383 3.404956 1.049826 -0.392 -0.372 -0.049 0.077
H -0.836307 7.503036 2.475066 0.166 -0.570 0.893 0.099
C 0.272793 -0.664334 -0.054104 -2.035 0.012 -0.072 -0.667
C 0.664053 -3.117774 2.402106 -0.893 -0.445 0.187 -0.032
H -2.617237 -5.547084 -2.883454 0.177 -0.181 0.272 0.077
C 2.189633 -5.401324 -0.025924 -0.507 -1.801 -0.201 -0.064
H -1.868757 -4.090684 -2.178574 0.584 -0.362 0.056 0.069
C -3.312427 -4.015054 3.676716 -0.365 0.120 0.630 -0.029
H 1.569403 -1.080204 -2.831624 -0.242 -0.370 -0.224 0.118
H -1.123217 -1.997464 2.002026 -0.174 0.015 0.123 0.132
O 1.714583 4.160656 3.221636 -0.295 0.705 -0.081 0.032
H 3.596643 0.264736 -3.437224 0.079 -0.053 0.000 0.086
H -0.038327 -3.786474 2.899696 0.633 -0.706 0.248 0.070
O 0.716623 4.396396 1.135056 1.077 0.485 1.768 0.098
O -2.774437 -4.635214 0.325706 0.029 1.981 0.363 0.022
C -3.068497 1.695186 -1.109634 0.557 -0.793 -0.930 -0.023
H -0.599957 -2.933804 0.627436 0.171 -0.129 -0.085 0.124
H -0.181327 6.331826 -0.862594 -0.268 -0.105 0.008 0.046
O -2.439447 5.025526 -1.767164 -0.479 0.038 0.697 0.069
O 2.422553 -4.062904 -0.365394 0.730 1.467 1.282 -0.009
C -2.453957 -5.576494 -0.647194 -1.089 -0.451 -2.693 -0.212
H -3.273757 -6.290634 -0.569604 0.498 -0.727 -0.127 0.129
C 2.562723 -1.528454 -2.809604 -0.166 0.772 -0.370 -0.226
C 2.289623 2.863776 2.952006 -0.876 -0.032 -0.256 -0.210
C -2.146937 3.759326 -1.924834 2.065 -2.271 -0.955 -0.564
H 1.836603 1.723356 -1.461034 0.103 -0.133 0.465 0.084
H 2.656703 2.411576 3.873346 -0.304 0.645 0.396 0.125
H 0.116723 7.268416 -2.305744 -0.540 0.048 -0.301 0.078
H -2.273937 -3.966184 4.004226 -0.170 0.317 0.187 0.093
C 2.170273 -3.542304 -1.562994 0.351 -1.145 -1.748 -0.547
H 4.541513 -0.977004 -2.541274 0.285 0.368 -0.147 0.084
C 0.849633 1.370866 -1.161454 0.389 -0.391 -0.581 0.004
H 0.409493 0.978746 -2.078304 -0.193 -0.462 0.362 0.089
C -0.312647 6.680546 1.987836 -0.100 1.696 -2.214 -0.079
H -3.612087 1.400886 -2.007404 0.199 0.278 -0.355 0.100
H -1.467237 -6.036234 -0.703074 0.024 0.046 1.132 0.120
C 0.999033 4.794236 2.265376 -1.067 -1.782 -0.974 -0.546
H 1.430593 -3.609394 1.803096 0.025 -0.105 0.510 0.066
H -3.960477 -3.183864 3.954676 0.607 0.244 0.227 0.100
H -3.511067 -4.260734 -2.077894 -0.473 -0.429 0.212 0.072
C -1.685017 5.936646 -2.460854 1.413 3.667 -1.600 -0.247
C -2.689327 -4.885274 1.619916 2.351 -3.243 -0.797 -0.631
C -2.611367 -4.873894 -2.026194 -0.226 0.908 0.513 -0.055
H 4.169643 3.691326 2.432166 0.102 -0.110 0.342 0.085
H -3.778627 -4.881264 4.146206 0.131 -0.406 -0.513 0.100
H 2.778313 -2.125454 -3.695724 -0.272 0.022 -0.041 0.132
O -0.596427 -0.896464 -0.855334 -0.375 -1.048 -0.274 0.119
H 0.363743 7.200506 1.309426 0.126 0.109 -0.244 0.092
O 2.712173 -2.303774 -1.650384 -0.684 -1.885 1.968 0.017
O 1.669323 -4.173524 -2.471844 0.045 0.917 0.625 0.125
H 1.490313 2.206096 2.610446 0.051 0.025 -0.384 0.125
H 1.134343 -5.653014 0.079466 -0.194 0.224 -0.589 0.091
C -0.237597 -2.366814 1.484946 -0.733 -0.155 -0.016 -0.241
H -3.706587 1.306426 -0.316034 0.426 0.671 0.458 0.098
C 3.436303 2.990806 2.032676 1.090 0.191 -0.831 -0.080
H -2.216957 6.887896 -2.476514 -0.673 -0.186 0.485 0.118
O 0.513803 -1.267284 1.091016 1.004 0.716 -0.434 0.049
O -1.289087 3.289296 -2.692564 -2.160 0.953 1.603 0.094
```
Forces are in eV/Å.

Values from the calculation:
SMILES   CCOC(=O)OC.CCOC(=O)OC.CCOC(=O)OC.CCOC(=O)OC.CCOC(=O)OC
F_max   0.0825 Eh/bohr
LUMO   0.0247 Ha
Electronic energy   -1914.641719 Eh
Charge   0

***

[2]
Entry from OMol25: C33H36BN14O2S4W as an isolated structure at a distorted geometry (ωB97M-V/def2-TZVPD).

Geometry as XYZ:
```
91
Properties=species:S:1:pos:R:3:forces:R:3:lowdin_charge:R:1
C 3.327286 5.493698 1.175413 0.143 -0.190 -0.157 0.001
C -2.347914 -3.281202 -5.887787 -0.085 -0.089 0.005 -0.007
H -0.824614 -0.803602 -6.587687 0.048 0.203 -0.202 0.120
O -0.313514 3.578698 -0.352687 0.094 0.645 -0.045 -0.289
C 4.601986 5.047598 0.761913 -0.538 -0.292 -0.127 -0.300
N 1.607586 -0.520902 -0.424387 0.839 0.134 -0.310 -0.051
H -3.312114 -1.465102 3.224513 0.053 -0.068 0.128 0.149
N -0.936314 -1.503502 3.623813 -0.351 -0.217 0.939 -0.107
H -3.110014 3.565598 0.874713 0.025 0.016 0.056 0.095
C -2.757014 -1.397602 2.300713 4.008 -0.090 1.388 0.000
C -5.254514 -1.757402 -0.409587 0.471 -0.081 -1.128 -0.010
H 2.851186 1.032598 1.563813 0.137 -0.071 -0.104 0.053
S 0.877686 -1.716402 5.457013 -0.282 0.059 -0.300 0.934
N -2.462414 -1.563902 -0.015687 -1.664 -0.054 1.152 0.046
C -1.230214 1.514898 3.686313 -0.070 0.124 0.001 -0.228
N -0.593114 1.033898 2.569913 0.637 1.675 -0.067 -0.116
H -2.519314 -4.198402 -5.331787 -0.054 -0.055 -0.020 0.085
C -3.485014 2.550598 0.740213 0.121 -0.049 0.053 0.011
H 5.653886 3.628998 -0.480387 0.060 0.001 -0.053 0.118
C 3.464986 0.023498 -1.577487 -0.480 -0.502 -0.623 0.010
C -0.614014 -4.678102 -0.381587 0.061 0.369 -0.654 0.036
N -0.137214 -1.718902 -3.535187 0.213 0.471 0.122 0.024
C 2.306186 3.703198 -0.038487 -0.816 -0.515 -0.223 -0.287
C 0.038386 1.998798 1.914513 -0.593 0.245 1.327 -0.756
N -1.034014 -2.659902 -3.921587 -0.879 -1.131 -0.036 0.092
C -4.749514 -1.594602 0.851713 1.425 0.097 0.877 0.026
H 0.708986 -3.881502 2.537313 -0.033 0.075 -0.022 0.070
H -1.766014 0.824098 4.312413 -0.105 -0.043 0.197 0.108
C -1.106314 2.843698 3.881113 0.085 -0.067 -0.187 -0.345
C -0.233814 -4.189002 2.088213 -0.114 -0.010 0.025 -0.007
C 3.543686 3.287598 -0.512887 0.024 0.099 0.071 -0.079
C -2.505414 2.005598 -1.606787 0.206 -0.655 0.372 0.028
H 4.407986 1.016098 0.720213 -0.005 -0.050 -0.054 0.088
C -0.298314 -3.808902 0.653213 0.408 1.508 -0.111 -0.259
H -1.518014 3.443598 4.667913 -0.058 0.096 0.173 0.074
N 1.436186 -0.837002 -1.754187 0.151 0.320 0.071 0.033
H -0.882814 -5.710402 -0.290987 0.008 -0.217 0.048 0.127
N -1.760214 0.860898 0.148213 -0.334 0.121 -1.163 -0.102
C -0.730414 -1.251902 -5.620887 0.593 0.400 0.472 0.034
N -0.100714 -2.694802 -1.242087 -0.536 -0.979 0.526 0.027
B 0.358186 -1.697402 -2.186987 0.092 -0.145 -0.543 -0.457
H 2.591786 -3.342502 5.136613 0.088 -0.009 -0.057 0.045
H 3.157186 -1.960802 6.088913 0.021 0.133 0.005 0.048
H -3.484214 2.042298 1.702613 -0.033 0.074 0.075 0.076
H -0.627514 -4.261202 -2.571587 0.032 0.009 -0.058 0.120
H -2.309714 -1.882302 -2.055887 0.003 0.165 0.012 0.088
H 0.689686 0.012798 -4.475987 0.152 0.216 -0.027 0.123
H 5.655686 6.489098 1.766413 0.075 -0.117 -0.101 0.116
H 2.972486 -1.804902 4.310813 0.264 0.020 0.173 -0.017
H 1.211686 5.176198 1.042513 -0.010 0.162 0.080 0.075
S 0.856486 2.756998 -0.421687 0.392 -0.262 0.306 0.650
S -0.157614 3.561098 2.616813 -0.238 -0.342 0.463 1.128
O 1.081186 1.965698 -1.595987 0.562 0.292 -0.295 -0.292
H 6.620986 5.385998 0.855213 -0.122 0.115 0.075 0.114
C -2.614714 1.828398 -0.224387 -0.137 -0.326 0.473 -0.292
C -2.996314 -1.767802 -1.228987 0.770 0.079 0.201 -0.090
H -1.054714 -3.764402 2.664713 0.075 -0.008 0.016 0.077
C 0.340386 -1.458902 3.813713 0.549 0.175 -0.713 -1.016
C 4.685886 3.946798 -0.118987 -0.179 0.118 0.084 -0.007
C -3.347614 -1.508102 1.045613 -0.960 -0.195 -3.080 -0.242
N 5.716086 5.654998 1.205513 0.483 0.280 0.154 0.140
N 0.001386 -2.562702 0.143213 -0.144 -1.511 -0.355 -0.068
N -1.395814 -1.342802 2.367713 -3.470 0.281 0.175 -0.181
H -4.505914 2.620298 0.366513 0.014 -0.031 0.000 0.094
H -3.295714 -2.761302 -6.019287 -0.069 -0.007 -0.066 0.092
H -0.311914 -5.270502 2.159913 0.012 -0.048 -0.018 0.099
H 3.576986 2.458898 -1.200687 0.122 -0.010 -0.070 0.089
H -3.039514 2.712298 -2.203687 -0.159 0.179 -0.192 0.126
C 3.518286 0.432198 0.944513 -0.041 0.111 0.083 -0.069
H -5.389414 -1.543402 1.715913 -0.141 0.031 0.151 0.128
H -6.317414 -1.814502 -0.583687 -0.098 -0.016 0.015 0.127
C 2.861486 0.009098 -0.322987 -1.015 -0.573 0.460 -0.296
W -0.318614 -0.505602 0.705713 1.445 -0.499 -0.521 1.760
C 2.583886 -2.258702 5.217513 -0.202 -0.107 -0.098 -0.374
C -4.351114 -1.862402 -1.477287 -0.712 -0.059 0.823 0.007
H 3.818286 -0.445202 1.519413 0.065 0.029 -0.078 0.064
H -1.143514 0.949498 -3.001887 0.140 -0.024 -0.152 0.112
C 2.193986 4.827898 0.768413 0.103 0.071 0.016 -0.089
C 2.543186 -0.494002 -2.456087 0.394 0.162 0.685 0.011
H -1.958314 -3.524002 -6.873787 -0.034 -0.043 -0.058 0.094
S 1.461786 -1.118502 2.509113 -1.156 -0.060 -0.424 0.754
N 0.692986 1.620998 0.813513 0.178 -0.587 -0.305 -0.214
H 4.461786 0.340098 -1.806787 0.183 0.081 -0.023 0.132
N -1.082614 0.420498 -0.959587 -0.747 0.712 -0.146 -0.167
C 0.048286 -0.839502 -4.574687 -0.198 0.163 -0.761 -0.043
H -4.699014 -2.039002 -2.480887 0.005 0.019 -0.142 0.120
H 2.629386 -0.686802 -3.504887 -0.045 -0.092 -0.260 0.138
C -1.391514 -2.419502 -5.162487 0.512 0.315 0.697 -0.308
C -1.536914 1.108198 -2.018087 0.190 -0.198 0.106 -0.094
H 3.250386 6.359198 1.816113 -0.020 0.104 0.024 0.120
C -0.493214 -3.963402 -1.550787 0.199 -0.058 0.774 0.008
```
Forces are in eV/Å.

Values from the calculation:
Spin multiplicity   2
<S²>   0.76
F_max   0.0825 Eh/bohr
LUMO (alpha / beta)   -0.2459 / -0.2476 Ha
Electronic energy   -3880.438703 Eh
Charge   +2